Record 1
The ion CF3O6S2 with charge -1 in a non-equilibrium geometry. Source: the Open Molecules 2025 dataset; level of theory: ωB97M-V/def2-TZVPD.

The geometry in ORCA input format:
```
! wB97M-V def2-TZVPD RIJCOSX def2/J DEFGRID3
* xyz -1 1
O -1.6064 1.0182 1.5204
S -1.2871 0.8078 0.1121
O -2.1391 1.4026 -0.8485
O 0.1710 1.2663 -0.0872
S 1.6815 0.2594 0.1175
O 2.0436 0.3513 -1.2497
O 2.2499 1.0710 1.1631
F 2.5803 -1.1310 0.4183
O 0.3398 -1.0738 0.0787
C -0.9238 -0.9551 -0.2206
F -1.8580 -1.6698 0.5174
F -1.2517 -1.3469 -1.5215
*
```

Computed properties:
Electronic energy: -1585.54804 hartree
Gap between HOMO and LUMO: 10.05 eV
Relative energy (zero: lowest compared OMol25 entry of this formula, charge and spin): 99.8 kJ/mol

Record 2
A structure of composition C30H102F6Hf2N4O40S4 in a non-equilibrium geometry. Source: the Open Molecules 2025 dataset; level of theory: ωB97M-V/def2-TZVPD.

The geometry in ORCA input format:
```
! wB97M-V def2-TZVPD RIJCOSX def2/J DEFGRID3
* xyz 0 1
Hf -2.1258 -0.1676 -3.8482
Hf -4.6484 -2.4597 0.6043
C -7.1606 -5.3016 -1.4413
C -7.7024 -4.1694 -0.5100
O -6.8245 -3.0924 -0.2310
H -7.9859 -5.9325 -1.7713
H -6.3283 -5.8844 -1.0467
H -6.8442 -4.7915 -2.3511
H -7.8789 -4.6578 0.4484
H -8.6624 -3.7971 -0.8676
C -0.5572 -3.0325 -7.0485
C -1.6198 -1.9145 -7.1150
O -1.8320 -0.9131 -6.1122
H -0.4359 -3.4966 -8.0273
H -0.8894 -3.7296 -6.2792
H 0.3843 -2.6926 -6.6171
H -2.5547 -2.4464 -7.2916
H -1.4884 -1.3562 -8.0419
S -1.3227 -1.3801 -0.4774
O -1.0079 -0.3387 0.4939
O -2.6224 -2.0605 -0.1377
O -1.4600 -0.8325 -1.8113
O -0.3532 -2.4104 -0.4936
S -5.2174 0.0782 -1.8726
O -5.8210 1.3561 -1.5242
O -5.8963 -0.6294 -2.9508
O -3.8923 0.1220 -2.5223
O -5.0162 -0.7555 -0.7106
C -2.5738 -4.8095 -2.8930
F -1.6937 -4.5837 -1.8450
F -1.8411 -4.9864 -4.0234
F -3.2966 -5.8521 -2.4817
S -3.8490 -3.3970 -3.0332
O -4.8693 -3.8479 -3.9763
O -4.3702 -3.1808 -1.7068
O -3.0673 -2.3030 -3.6132
C -3.4820 2.1477 -7.9712
F -4.6404 2.5830 -8.5196
F -3.4769 0.8267 -7.8529
F -2.4612 2.6652 -8.7784
S -3.2662 2.7969 -6.0884
O -2.6415 1.7476 -5.2696
O -2.4053 3.9876 -6.2317
O -4.6340 3.0432 -5.5475
C -0.1331 8.1465 -2.0620
O -0.3181 6.7189 -2.2268
C 0.0956 6.2488 -3.5679
C -0.2211 4.8024 -3.7218
N 0.2814 3.9583 -2.7134
C 1.7393 3.7291 -2.8248
C 2.1432 2.6265 -1.9063
O 1.7406 1.3741 -2.6177
C 2.1697 0.1457 -1.9788
H 0.8195 8.5275 -2.4302
H -0.5473 8.4924 -1.1150
H -0.8379 8.4831 -2.8223
H 1.1665 6.4510 -3.5849
H -0.5152 6.8029 -4.2807
H 0.0079 4.3502 -4.6868
H -1.2901 4.6259 -3.6026
H 0.2403 4.5786 -1.9174
H 2.2719 4.6087 -2.4633
H 2.0749 3.5787 -3.8509
H 1.6921 2.5769 -0.9153
H 3.2317 2.6332 -1.8495
H 1.9588 -0.6502 -2.6931
H 1.4588 0.0430 -1.1589
H 3.2153 0.1383 -1.6711
C 5.2389 7.8182 3.9790
O 4.5241 6.6313 3.7013
C 3.7611 6.6140 2.5165
C 3.1751 5.1921 2.3088
N 1.7459 5.1281 2.3062
C 1.2358 3.7639 2.2044
C 1.2943 3.0220 3.5508
O 0.5289 3.5264 4.6333
C 0.5416 2.7864 5.8321
H 4.5883 8.6903 4.0437
H 5.7738 7.9524 3.0388
H 6.0428 7.6870 4.7033
H 4.4693 6.7592 1.7008
H 3.0585 7.4232 2.3175
H 3.6593 4.5163 3.0137
H 3.4769 4.8699 1.3122
H 1.3092 5.5057 3.1349
H 1.7047 3.2340 1.3753
H 0.1911 3.7879 1.8942
H 2.3305 2.8806 3.8581
H 1.0969 1.9694 3.3481
H -0.1483 3.0472 6.6347
H 1.5443 2.9630 6.2213
H 0.2298 1.7692 5.5949
C 5.2495 1.1739 6.5809
O 6.0445 1.8485 5.6039
C 5.5097 2.7003 4.5148
C 5.4032 1.8338 3.2561
N 4.0594 1.1490 3.1838
C 3.7151 0.8109 1.8264
C 4.5529 -0.2835 1.1450
O 5.9718 0.0646 0.8768
C 6.8640 -1.0737 0.8639
H 4.4487 0.5587 6.1707
H 4.7965 1.7908 7.3571
H 5.9160 0.5142 7.1365
H 6.1968 3.5011 4.2415
H 4.6087 3.2212 4.8387
H 6.1052 1.0028 3.1877
H 5.5798 2.4272 2.3590
H 4.1381 0.2119 3.5521
H 3.6302 1.6996 1.2010
H 2.6776 0.4916 1.7272
H 4.0693 -0.8020 0.3171
H 4.7131 -0.9688 1.9774
H 6.5360 -1.7177 0.0479
H 6.9929 -1.6856 1.7567
H 7.8767 -0.7601 0.6104
C 2.5815 -2.6071 5.9718
O 3.0895 -3.7215 5.2823
C 2.8140 -3.6993 3.9271
C 2.2466 -5.0984 3.5194
N 1.7353 -5.3899 2.1954
C 2.5494 -4.9283 1.0660
C 2.3564 -5.9237 -0.1332
O 2.7447 -5.3773 -1.4226
C 4.1767 -5.2451 -1.4586
H 3.0050 -2.7024 6.9716
H 1.5116 -2.6736 6.1691
H 2.9421 -1.6569 5.5780
H 3.7567 -3.4534 3.4383
H 2.0971 -2.9525 3.5859
H 1.3938 -5.2291 4.1856
H 3.0036 -5.8553 3.7246
H 1.4650 -6.3621 2.2375
H 3.6011 -4.9532 1.3512
H 2.0898 -3.9715 0.8182
H 1.3325 -6.2111 -0.3721
H 2.9091 -6.8051 0.1921
H 4.6770 -6.2119 -1.4028
H 4.6947 -4.6716 -0.6899
H 4.5612 -4.8270 -2.3889
O -5.6995 -3.8331 2.4326
H -5.5870 -4.1132 3.3410
H -6.4469 -4.3403 2.1159
O 1.3644 -2.8834 -2.3204
H 1.9754 -3.5537 -2.0145
H 0.7320 -2.7918 -1.6076
O -0.2614 -1.8227 -3.9412
H -0.3782 -2.3293 -4.7449
H 0.3404 -2.3467 -3.4126
O -4.8389 2.9465 0.3924
H -4.1303 3.4854 0.0405
H -5.2350 2.5385 -0.3775
O -1.9306 1.8175 -2.4515
H -1.7807 2.7202 -2.7324
H -1.7751 1.8310 -1.5072
O -0.0550 0.9415 -4.2858
H 0.1373 1.3105 -5.1478
H 0.6969 1.1865 -3.7466
O -3.7523 1.8510 2.6792
H -3.2152 2.5440 3.0632
H -4.1483 2.2545 1.9067
O -3.4258 -0.5593 1.8244
H -3.5607 0.2298 2.3490
H -2.5139 -0.5045 1.5384
O -6.0375 -1.0963 1.9962
H -6.3559 -1.1965 2.8933
H -6.3963 -0.2574 1.7066
O -3.8169 -4.8163 0.2233
H -3.5878 -5.3396 -0.5448
H -3.6698 -5.4025 0.9656
O -1.2934 2.1548 0.3875
H -1.6345 2.5500 1.1898
H -1.3327 1.2121 0.5487
O -3.0236 -3.3777 2.1951
H -3.0655 -3.3418 3.1507
H -2.1234 -3.6412 2.0041
O -0.6734 -4.2396 1.5126
H 0.2388 -4.3503 1.7809
H -0.6237 -3.7649 0.6829
O -0.0317 -0.5391 2.8836
H 0.1530 0.3932 2.9975
H -0.3118 -0.6186 1.9717
O -1.7976 -2.7703 4.7769
H -0.9101 -2.5140 5.0275
H -2.3481 -2.4664 5.4986
O -4.4014 -0.3307 -4.9433
H -4.7998 -0.3470 -5.8135
H -5.1439 -0.3401 -4.3393
*
```

Computed properties:
Electronic energy: -6720.91839 hartree
Gap between HOMO and LUMO: 6.53 eV

Record 3
The molecule C6H16N2O2S2 in a non-equilibrium geometry. Source: the Open Molecules 2025 dataset; level of theory: ωB97M-V/def2-TZVPD.

The geometry in ORCA input format:
```
! wB97M-V def2-TZVPD RIJCOSX def2/J DEFGRID3
* xyz 0 3
C 0.3936 -1.7599 -1.5328
C -1.6913 -1.1651 0.0153
C 1.6357 0.5179 -0.5251
C 0.8678 -0.7213 1.4056
C 0.9303 0.3839 2.4467
C -0.4473 -0.6507 -0.7330
N -0.8823 0.3135 -1.6814
N 0.6146 -0.1057 0.1556
O -1.4115 2.5225 -0.5900
O -1.9927 2.0417 -2.9858
S -0.6318 1.4240 2.6901
S -2.1343 1.4663 -1.6784
H 1.0689 -1.2249 -2.1755
H 1.1477 -2.3148 -0.9085
H -0.4200 -2.4910 -1.9643
H -1.7144 -0.3588 0.8337
H -2.4146 -1.3226 -0.6044
H -1.3881 -2.0654 0.6409
H 2.1635 -0.2051 -1.1598
H 1.3849 1.3103 -1.2810
H 2.1314 1.0714 0.3825
H 0.0333 -1.5160 1.7456
H 1.8088 -1.2668 1.5023
H 1.1254 0.0588 3.5412
H 1.7028 1.0955 2.0207
H -0.4865 0.2156 -2.6128
H -1.4416 2.1362 0.2569
H 0.0476 2.6104 2.7960
*
```

Computed properties:
Electronic energy: -1294.26388 hartree
Gap between HOMO and LUMO (alpha / beta): 5.09 / 5.26 eV

Record 4
A cluster of 2 separate species, C2H8NS2 in total in a non-equilibrium geometry. Source: the Open Molecules 2025 dataset; level of theory: ωB97M-V/def2-TZVPD.

The geometry in ORCA input format:
```
! wB97M-V def2-TZVPD RIJCOSX def2/J DEFGRID3
* xyz 1 1
C 1.8121 2.3069 -0.3735
N 0.5969 2.2380 0.0383
H 2.3502 3.2691 -0.3780
H 2.3085 1.3983 -0.6820
H 0.0295 1.3417 0.0798
H 0.1520 3.1417 0.3263
C 0.4296 -0.7025 1.5897
S -1.0126 -0.4116 0.5074
S -0.5323 -1.5649 -1.1593
H 0.3982 -1.6834 2.0195
H 0.3836 0.0314 2.3398
H 1.3564 -0.5674 1.0036
H 0.1123 -0.6000 -1.8433
*
```

Computed properties:
Electronic energy: -931.84194 hartree
Gap between HOMO and LUMO: 7.90 eV
Relative energy (zero: lowest compared OMol25 entry of this formula, charge and spin): 79.6 kJ/mol

- electronic energy of number 2 (C30H102F6Hf2N4O40S4)?
  -6720.91839 hartree

- Look up the electronic energy of the first one.
  -1585.54804 hartree

- Among the records above, which one has the highest electronic energy?
  C2H8NS2

- Which value of electronic energy does entry 4 give?
  -931.84194 hartree